[1]
2 unconnected molecules or ions with the total composition C2H6NO2S. Source: the Open Molecules 2025 dataset; level of theory: ωB97M-V/def2-TZVPD.

Last column: natural (NBO) charge in e.
Cartesian coordinates (Å):
1 C -2.73877 0.34357 -0.28492  -0.72
2 S -1.28091 0.70254 -1.32276  -0.31
3 H -2.53432 0.55281 0.75926  0.19
4 H -3.58800 0.93303 -0.62613  0.19
5 H -3.00155 -0.71003 -0.36138  0.20
6 N 1.53045 0.57002 1.52561  -0.91
7 C 1.55830 -0.58849 0.70273  0.88
8 O 0.40612 -0.99461 0.32799  -0.81
9 O 2.65485 -1.06679 0.41757  -0.74
10 H 2.19345 0.57949 2.28015  0.36
11 H 0.60615 0.89105 1.75524  0.37
12 H -0.41900 -0.18792 -0.49024  0.29

Computed properties:
**Orbital gap**: 8.086 eV
**Calculated total energy**: -18593.65652 eV
**Charge**: -1
**2S+1**: 1
**HOMO level**: -4.3073 eV
**ΔE to the lowest compared entry with this formula, charge and spin**: 13.4 kcal/mol
**F_max**: 0.53 eV Å⁻¹

***

[2]
2 unconnected molecules or ions with the total composition C2H6NO3 in a non-equilibrium geometry. Source: the Open Molecules 2025 dataset; level of theory: ωB97M-V/def2-TZVPD.

Last column: natural (NBO) charge in e.
Cartesian coordinates (Å):
1 C 1.44895 1.42200 -0.38668  -0.41
2 N 1.43149 -0.06075 -0.44520  -0.70
3 C 0.13685 -0.64348 -0.36387  0.86
4 O 0.03702 -1.56056 0.48415  -0.81
5 O -0.74452 -0.06467 -1.03297  -0.81
6 H 2.49498 1.73632 -0.29524  0.16
7 H 1.11255 1.82699 -1.33391  0.20
8 H 0.82392 1.72126 0.45864  0.18
9 H 2.08600 -0.41226 0.22715  0.35
10 H -1.43434 -0.04135 1.74986  0.47
11 H -1.85401 0.20849 0.43900  0.50
12 O -2.10959 0.53791 1.34384  -1.00

Computed properties:
**Orbital gap**: 8.556 eV
**Calculated total energy**: -9805.92602 eV
**Charge**: -1
**2S+1**: 1
**HOMO level**: -4.3413 eV
**ΔE to the lowest compared entry with this formula, charge and spin**: 6.3 kcal/mol
**F_max**: 1.71 eV Å⁻¹

***

[3]
2 unconnected molecules or ions with the total composition C2H6NO3 in a non-equilibrium geometry. Source: the Open Molecules 2025 dataset; level of theory: ωB97M-V/def2-TZVPD.

Last column: Löwdin spin population.
Cartesian coordinates (Å):
1 O -1.44276 1.41484 -0.53597  0.00
2 C -0.33835 0.95335 -0.60496  0.00
3 N 0.73008 0.94550 0.27073  0.00
4 C 1.96160 0.01802 -0.18685  0.12
5 O 2.18849 -0.19285 -1.49642  0.79
6 H 0.14304 0.67166 -1.57761  0.00
7 H 0.95967 1.90805 0.59738  0.00
8 H 1.92434 -0.88894 0.28434  0.04
9 H 2.88964 0.36869 0.42022  0.06
10 H -2.29426 -1.91959 1.23782  0.00
11 H -3.50007 -1.47535 0.38372  0.00
12 O -3.22142 -1.80337 1.20760  0.00

Computed properties:
**Orbital gap (spin up / spin down)**: 10.495 / 7.395 eV
**Calculated total energy**: -9800.27746 eV
**2S+1**: 2
**HOMO level (spin up / spin down)**: -10.0145 / -9.9824 eV
**ΔE to the lowest compared entry with this formula, charge and spin**: 39.4 kcal/mol
**F_max**: 4.32 eV Å⁻¹

***

[4]
A molecular structure, C2H6NO3P in a non-equilibrium geometry. Source: the Open Molecules 2025 dataset; level of theory: ωB97M-V/def2-TZVPD.

Last column: natural (NBO) charge in e.
Cartesian coordinates (Å):
1 C 0.10073 -0.23600 0.73914  -0.44
2 C 0.23563 0.58812 -1.51529  -0.43
3 N 0.56650 -0.42101 -0.59324  -0.78
4 O 3.56668 -0.71757 -0.98261  -1.23
5 O 2.78318 -0.75788 1.44112  -1.23
6 O 2.71708 1.42640 0.17293  -1.23
7 P 2.74330 -0.06901 0.10276  2.44
8 H 0.04508 -1.20777 1.21975  0.16
9 H 0.87406 0.29866 1.39467  0.21
10 H -0.93645 0.22179 0.79375  0.09
11 H 0.45592 0.15100 -2.49074  0.17
12 H -0.82787 0.94642 -1.45988  0.10
13 H 0.80850 1.56150 -1.23032  0.17

Computed properties:
**Orbital gap**: 6.303 eV
**Calculated total energy**: -19092.29820 eV
**Charge**: -2
**2S+1**: 1
**HOMO level**: 1.1387 eV
**ΔE to the lowest compared entry with this formula, charge and spin**: 14.2 kcal/mol
**F_max**: 2.30 eV Å⁻¹

***

[5]
A molecular structure, C2H6NO3P in a non-equilibrium geometry. Source: the Open Molecules 2025 dataset; level of theory: ωB97M-V/def2-TZVPD.

Last column: natural (NBO) charge in e.
Cartesian coordinates (Å):
1 C 2.16609 -0.62353 -0.48157  -0.51
2 C -1.86155 -0.16263 1.24393  -1.05
3 N 1.62003 -1.66916 0.41857  0.56
4 O 0.25319 1.37208 0.56713  -1.07
5 O 2.33202 -2.62443 0.66694  -0.32
6 O 0.46494 -1.57405 0.78885  -0.42
7 P -0.15315 0.46373 1.66136  1.33
8 H 1.61593 0.25256 -0.38576  0.28
9 H 1.95246 -0.75721 -1.46192  0.24
10 H 3.19700 -0.55894 -0.16411  0.23
11 H -1.62739 -1.12636 0.71858  0.26
12 H -2.64432 -0.39657 2.08287  0.24
13 H -2.32254 0.53599 0.65449  0.23

Computed properties:
**Orbital gap**: 8.070 eV
**Calculated total energy**: -19088.80107 eV
**2S+1**: 1
**HOMO level**: -8.8612 eV
**ΔE to the lowest compared entry with this formula, charge and spin**: 125.1 kcal/mol
**F_max**: 3.64 eV Å⁻¹

***

[6]
C2H6NO3P in the gas phase in a non-equilibrium geometry. Source: the Open Molecules 2025 dataset; level of theory: ωB97M-V/def2-TZVPD.

Last column: natural (NBO) charge in e.
Cartesian coordinates (Å):
1 C 0.63644 0.93872 -0.65178  -0.43
2 N 0.30653 -0.04262 0.49921  -0.13
3 C 1.33740 -0.98620 0.58064  -0.43
4 O -0.96645 -0.59781 0.16006  -0.69
5 P -2.41931 0.09541 0.11193  2.44
6 O -3.24936 -0.91628 -0.45002  -1.00
7 O -2.64687 1.43499 0.63811  -0.99
8 H 0.76949 1.90944 -0.24256  0.21
9 H -0.21908 0.95384 -1.22341  0.19
10 H 1.58189 0.71165 -1.18375  0.20
11 H 1.93320 -0.57050 1.30288  0.22
12 H 1.06639 -2.01761 0.86313  0.23
13 H 1.86972 -0.91303 -0.40444  0.17

Computed properties:
**Structure (SMILES)**: CN(C)OP(=O)=O
**Orbital gap**: 9.578 eV
**Calculated total energy**: -19091.05641 eV
**2S+1**: 1
**HOMO level**: -9.6323 eV
**ΔE to the lowest compared entry with this formula, charge and spin**: 73.1 kcal/mol
**F_max**: 4.44 eV Å⁻¹